DFT (ωB97M-V/def2-TZVPD) results for a molecular structure, C31H44BrN3P2Ti.

Its spin multiplicity is 3. The calculation puts the energy above the lowest of the compared OMol25 structures with the same formula, charge and spin at 42.44 kcal/mol. As for the total charge: +2. The expectation value of S² is 2.01. The value obtained for the LUMO energy (spin up / spin down) is -6.99 / -7.13 eV.

Last column: Mulliken charge in e.
Positions of all 82 atoms, in Å:
N: -6.00107 -1.09500 4.13495  -0.5406
C: -5.02754 -0.38070 4.70433  -0.4624
C: -4.19826 0.46705 3.96408  -0.5209
C: -4.44739 0.62886 2.57244  0.8358
C: -5.45091 -0.17728 1.99048  -0.2764
C: -6.21131 -1.00419 2.81682  -0.4686
C: -3.62204 1.49774 1.82278  -0.1709
Ti: 0.19077 1.12343 -0.78775  -0.3450
P: 2.58306 0.41733 -1.48496  1.2091
C: -3.59782 1.48885 0.45888  -1.1479
C: -2.44897 1.95295 -0.33854  1.1189
C: -2.21781 1.38709 -1.61688  -0.6974
C: -1.16546 1.78729 -2.44171  -0.8316
C: -0.32118 2.81297 -1.96680  -0.2560
C: -0.35610 3.23663 -0.61876  -0.1742
C: -1.35916 2.66222 0.22271  -0.8083
Br: 1.14697 3.36327 -3.28475  0.0297
H: -2.93264 2.12539 2.38170  0.5921
H: -4.37559 0.97737 -0.10800  0.7500
H: -3.37246 1.00077 4.42143  0.4314
H: -5.63008 -0.16725 0.90820  0.3758
H: -4.89698 -0.43665 5.78948  0.3703
H: -7.03195 -1.58557 2.39124  0.3879
H: -2.97974 0.70692 -2.00439  0.4512
H: -1.34341 2.86811 1.29582  0.3735
H: -1.03821 1.39311 -3.45425  0.6811
H: 0.31232 4.00834 -0.24134  0.5953
P: -0.65369 -1.42057 -0.48892  1.5335
C: 3.07692 2.07508 -0.78886  -0.4587
C: 3.87940 2.99303 -1.69900  -1.5536
H: 3.62845 1.87438 0.14187  0.7497
H: 2.14347 2.58851 -0.48796  0.2930
H: 3.88673 4.00483 -1.27877  0.3750
H: 4.90694 2.66085 -1.88451  0.3140
H: 3.38918 3.08927 -2.67454  0.1236
C: 2.34413 0.23424 -3.30467  0.1604
C: 3.52705 0.54080 -4.18509  -1.8156
H: 1.49440 0.86744 -3.59241  0.0202
H: 2.00807 -0.80207 -3.45828  0.3070
H: 3.17579 0.67678 -5.21401  0.4455
H: 4.05291 1.44962 -3.88957  0.3679
H: 4.24114 -0.29100 -4.21341  0.3802
C: 4.03419 -0.62785 -1.07546  -0.3013
C: 5.36593 0.04418 -1.36336  -1.3896
H: 3.93229 -1.59259 -1.60155  0.5414
H: 3.94248 -0.83674 0.00295  0.2780
H: 6.17702 -0.65352 -1.14190  0.4508
H: 5.47357 0.35278 -2.40980  0.2858
H: 5.50602 0.91848 -0.72057  0.3230
C: 0.23868 -2.62343 0.58761  -1.1641
C: 1.76023 -2.58024 0.51898  -0.6756
H: -0.10166 -3.63377 0.31876  0.8772
H: -0.08758 -2.45189 1.62714  0.3461
H: 2.18138 -3.60003 0.53215  0.3557
H: 2.12505 -2.08875 -0.39459  -0.2813
H: 2.19369 -2.05375 1.37665  0.1718
C: -0.36087 -2.09761 -2.16699  -0.6342
C: -1.35635 -1.69923 -3.25553  -0.9361
H: -0.33162 -3.19091 -2.05116  0.5844
H: 0.65053 -1.78769 -2.47415  -0.0201
H: -1.18574 -2.32993 -4.13925  0.4759
H: -2.39655 -1.84259 -2.94150  0.2533
H: -1.24436 -0.65517 -3.57414  0.0223
C: -2.41813 -1.83046 -0.13471  0.3737
C: -2.76359 -2.81223 0.99049  -1.3389
H: -2.82824 -2.22463 -1.07342  0.7347
H: -2.93626 -0.87376 0.05106  -0.9126
H: -3.75719 -3.24924 0.80387  0.4091
H: -2.04657 -3.64082 1.07345  0.2837
H: -2.82053 -2.30712 1.96394  0.2798
N: 4.60268 0.55452 3.57771  -0.4616
C: 3.45089 0.39092 3.42106  -0.3554
C: 2.04457 0.20425 3.15328  0.1338
C: 1.22534 -0.62218 3.92802  -0.7063
C: -0.11254 -0.72028 3.54218  -0.7062
C: -0.53799 -0.07442 2.36933  -0.5029
N: 0.30815 0.57362 1.54112  1.0533
C: 1.51666 0.87483 2.04601  -0.5335
H: 1.63051 -1.14500 4.78909  0.5422
H: -0.83916 -1.27840 4.13938  0.5398
H: -1.60838 -0.05674 2.12989  0.2618
H: 2.06556 1.66724 1.52488  0.5981

DFT (ωB97M-V/def2-TZVPD) results for 5 unconnected molecules or ions with the total composition C12H37N3O5.

Its SMILES is COC[C@H](C)N.COC[C@H](C)N.COC[C@H](C)N.O.O. The calculation puts the energy above the lowest of the compared OMol25 structures with the same formula, charge and spin at 62.14 kcal/mol. As for the total charge: 0. The value obtained for the LUMO energy is 0.52 eV.

Last column: Mulliken charge in e.
Positions of all 57 atoms, in Å:
C: 1.11623 5.91297 3.75877  -0.6817
O: 1.25871 6.37625 5.08735  -0.3523
C: 1.14201 7.82248 5.14052  -0.6331
C: -0.28778 8.39233 5.13869  0.5047
C: -0.34463 9.93333 5.04607  -1.3949
N: -1.07516 7.94101 6.33135  -0.6859
H: 1.86579 6.35828 3.10458  0.3047
H: 0.14912 6.06801 3.28048  0.2752
H: 1.31760 4.84634 3.85804  0.2666
H: 1.68752 8.11037 6.03920  0.3498
H: 1.52613 8.39413 4.29567  0.3149
H: -0.77464 8.00662 4.24298  0.1951
H: 0.26144 10.29208 4.21416  0.3809
H: 0.19952 10.28579 5.92229  0.3192
H: -1.31416 10.41816 4.93180  0.3379
H: -0.79092 8.12825 7.28227  0.2411
H: -1.05560 6.93122 6.33631  0.2578
C: -2.48798 -1.36459 -3.12021  -0.7825
O: -1.39946 -0.53399 -2.62360  -0.2638
C: -0.84600 0.51697 -3.48207  -0.8829
C: 0.03399 1.62922 -2.74330  0.5587
C: 0.66194 2.60025 -3.66485  -1.4095
N: 0.99439 1.03941 -1.85391  -0.5563
H: -2.90159 -1.90115 -2.26632  0.2505
H: -2.27938 -1.95839 -4.01015  0.2982
H: -3.28391 -0.69877 -3.45377  0.3327
H: -0.23429 -0.05441 -4.18022  0.3616
H: -1.61435 0.92163 -4.14085  0.4374
H: -0.69243 2.18468 -2.15012  0.1444
H: 1.22016 2.13035 -4.47460  0.3345
H: 1.23127 3.43568 -3.25740  0.3730
H: -0.20028 3.07084 -4.13731  0.3539
H: 1.52416 0.27810 -2.25373  0.2263
H: 1.71850 1.63386 -1.47656  0.2350
C: -1.31279 -8.62243 -4.85617  -0.8043
O: -1.13149 -8.19453 -3.55518  -0.3071
C: -0.02325 -8.77169 -2.89667  -0.7752
C: 0.36265 -7.96364 -1.58903  0.2643
C: -0.84118 -7.93405 -0.57596  -1.3405
N: 0.54793 -6.57215 -1.95148  -0.7396
H: -2.30312 -8.26534 -5.13870  0.2471
H: -1.26799 -9.70566 -4.96884  0.3117
H: -0.61760 -8.29394 -5.62876  0.3189
H: -0.19710 -9.83962 -2.76476  0.4371
H: 0.83227 -8.64918 -3.56089  0.3980
H: 1.30602 -8.33717 -1.19076  0.3279
H: -0.35028 -7.62365 0.34642  0.4155
H: -1.08231 -8.97161 -0.34482  0.3386
H: -1.69162 -7.36280 -0.94813  0.3470
H: -0.16695 -6.39941 -2.64374  0.2947
H: 0.33873 -5.98878 -1.15398  0.2663
O: 4.06369 -2.03828 3.36881  -0.6411
H: 3.30960 -1.63309 2.94055  0.3230
H: 4.24190 -2.82239 2.84953  0.3162
O: -0.07733 -1.19631 1.54168  -0.6460
H: 0.42231 -0.48561 1.13983  0.3241
H: -0.68779 -1.47606 0.85955  0.3124

DFT (ωB97M-V/def2-TZVPD) results for a molecular structure, C13H45FNO14PS.

The calculation puts the energy above the lowest of the compared OMol25 structures with the same formula, charge and spin at 18.93 kcal/mol. As for the total charge: 0. The value obtained for the LUMO energy is 0.34 eV.

Last column: Mulliken charge in e.
Positions of all 76 atoms, in Å:
C: 2.43635 1.91637 1.06459  -0.6244
C: 2.83050 0.48253 0.83709  0.7901
O: 3.41509 -0.13924 1.70269  -0.6351
O: 2.58229 -0.17705 -0.34330  -0.2521
C: 2.19746 0.62691 -1.44454  -0.8184
C: 3.33372 1.23770 -2.26275  -0.7356
N: 4.42824 1.86118 -1.43422  0.2291
P: 5.96035 1.11422 -1.89347  0.3457
O: 6.07810 -0.19615 -1.25006  -0.6322
S: 4.50153 3.49570 -1.61661  1.0360
O: 5.59973 3.94660 -0.84746  -0.6360
O: 3.26711 4.12040 -1.28361  -0.4582
F: 4.78548 3.73977 -3.12720  -0.2311
H: 2.50809 2.09710 2.11802  0.3103
H: 3.11057 2.60546 0.59119  0.0140
H: 1.41330 2.14884 0.78164  0.2837
H: 1.45370 1.37244 -1.19214  0.2763
H: 1.68731 -0.04322 -2.12985  0.6031
H: 3.76473 0.48960 -2.92200  0.5582
H: 2.87574 2.00049 -2.88518  0.4000
H: 6.96004 1.96862 -1.41683  0.1104
H: 5.92837 1.03206 -3.29816  0.1174
C: -0.19470 -2.22696 0.30275  -0.2956
O: 0.73703 -2.99690 -0.45034  -0.5596
H: -1.20165 -2.48441 -0.01859  0.1836
H: -0.08581 -2.45270 1.36743  0.2468
H: -0.02726 -1.16159 0.13105  0.1149
H: 1.61510 -2.74806 -0.14721  0.2530
C: -2.15884 -4.96542 2.05943  -0.3401
O: -1.10656 -5.63627 1.37217  -0.5140
H: -2.32242 -5.45738 3.01348  0.2902
H: -1.88405 -3.92109 2.23408  0.2017
H: -3.07741 -5.01419 1.46942  0.0802
H: -0.98368 -5.18219 0.53380  0.2871
C: -3.81284 -0.45826 0.38285  -0.6159
O: -2.79940 -0.11266 -0.56414  -0.4398
H: -3.47395 -0.14107 1.36783  0.2521
H: -4.74690 0.04742 0.14260  0.2995
H: -3.97315 -1.53937 0.39171  0.2604
H: -3.10313 -0.39524 -1.42899  0.2363
C: 3.49642 -2.81969 -2.59772  -0.4958
O: 4.64379 -2.09248 -3.02244  -0.5105
H: 2.73831 -2.75650 -3.37498  0.2476
H: 3.74684 -3.86992 -2.42856  0.3851
H: 3.10196 -2.38546 -1.67688  0.0780
H: 5.30151 -2.14727 -2.32168  0.2907
C: -4.37979 -7.44471 0.79460  -0.5760
O: -4.54762 -7.50560 2.20794  -0.4991
H: -4.78987 -6.50140 0.44244  0.2019
H: -3.31797 -7.49139 0.53840  0.2717
H: -4.91095 -8.26569 0.30526  0.3114
H: -4.18161 -8.33997 2.50816  0.2964
C: 3.78171 4.69042 3.51044  -0.6468
O: 3.05580 4.32627 2.33776  -0.3735
H: 4.17740 3.77941 3.95238  0.2437
H: 4.61224 5.35490 3.26019  0.2679
H: 3.12709 5.18273 4.23401  0.2767
H: 2.70858 5.13350 1.94980  0.2417
C: -3.19628 3.28245 2.11940  -0.5974
O: -2.01836 2.54113 1.82527  -0.4273
H: -2.90036 4.18396 2.64965  0.2376
H: -3.71665 3.56460 1.19967  0.2623
H: -3.87221 2.70248 2.75429  0.2649
H: -2.28737 1.74690 1.35606  0.2517
C: -0.41785 4.59207 -2.26468  -0.5547
O: 0.59061 3.91420 -3.00684  -0.4720
H: -1.38417 4.22247 -2.59765  0.2456
H: -0.30971 4.39457 -1.19467  0.2089
H: -0.36799 5.66993 -2.44021  0.2884
H: 1.44333 4.23713 -2.70002  0.2697
C: -8.27423 0.15337 0.43250  -0.5301
O: -7.09228 -0.58646 0.13142  -0.4377
H: -7.97747 1.05287 0.96487  0.2107
H: -8.79689 0.43784 -0.48395  0.2670
H: -8.94492 -0.43093 1.06677  0.2421
H: -7.35924 -1.37972 -0.33819  0.2672